{"formula": "C4H24O10", "method": "ωB97M-V/def2-TZVPD", "elements": ["O", "C", "C", "C", "C", "O", "H", "H", "H", "H", "H", "H", "H", "H", "O", "H", "H", "O", "H", "H", "O", "H", "H", "O", "H", "H", "O", "H", "H", "O", "H", "H", "O", "H", "H", "O", "H", "H"], "positions_angstrom": [[-0.0931, 2.0258, 1.5689], [-1.0511, 1.7064, 0.9042], [-1.5464, 0.2666, 0.9196], [-1.1735, -0.4310, -0.4186], [-2.0214, 0.2294, -1.5640], [-1.2720, 1.3522, -1.9253], [-1.5627, 2.3370, 0.1286], [-1.1483, -0.2995, 1.7415], [-2.6073, 0.2743, 1.1426], [-0.1287, -0.2380, -0.6195], [-1.3604, -1.4846, -0.2818], [-3.0198, 0.5928, -1.2436], [-2.1772, -0.4886, -2.3485], [-1.3921, 1.6680, -2.8299], [-1.9299, -1.1088, 4.0182], [-1.0212, -1.4111, 3.9610], [-2.4369, -1.2923, 3.2269], [-1.5954, -0.1636, -4.4016], [-1.6220, -1.1000, -4.1832], [-0.6497, 0.0226, -4.3589], [2.7482, -3.3002, -1.2865], [2.6164, -2.3395, -1.1951], [3.5989, -3.2285, -0.8174], [0.8729, -0.4113, -2.7305], [1.5331, 0.0720, -3.2451], [1.3512, -0.5089, -1.8869], [2.2391, -0.4649, 3.3657], [3.0494, -0.8700, 3.6849], [2.0873, 0.3127, 3.9131], [1.2394, 4.4174, 1.3998], [0.4778, 3.8120, 1.3839], [2.0721, 3.9470, 1.4059], [2.2997, 0.3815, -0.6131], [2.1543, -0.1671, 0.1760], [2.3096, 1.2412, -0.1636], [-0.3770, -3.2058, 0.8795], [0.3664, -3.8082, 1.0389], [-0.9961, -3.5966, 0.2568]], "forces_ev_per_angstrom": [[-0.2, 0.7, -0.2], [-0.2, -1.6, -0.4], [0.3, 0.2, -0.1], [-2.1, 1.4, 0.3], [0.3, -0.5, 1.1], [0.5, 1.2, -0.5], [0.5, 0.2, 0.8], [0.8, 0.2, 0.4], [-0.6, 0.0, -0.6], [0.0, -0.2, -0.1], [0.0, -0.2, -0.3], [0.3, -0.5, 0.3], [0.1, 0.0, -0.4], [-0.4, -0.6, 0.2], [-0.4, 0.4, 0.9], [-0.1, -0.2, -0.6], [0.5, -0.3, -0.2], [0.2, 0.0, -0.6], [-0.1, 0.0, -0.1], [0.0, 0.0, 0.2], [1.0, 1.4, 0.9], [-1.0, -0.2, -0.7], [0.1, -1.2, -0.2], [0.7, -0.4, -0.4], [-0.1, -0.1, 0.0], [-0.5, 0.4, -0.4], [-0.1, 0.0, -0.2], [0.0, 0.1, 0.1], [0.0, 0.0, 0.0], [-0.3, 1.0, -0.1], [0.9, -0.4, 0.1], [-0.3, -0.5, 0.0], [0.3, 0.0, 1.4], [0.0, -0.2, -0.2], [-0.1, 0.2, -0.6], [0.3, 0.2, 0.5], [-0.5, 0.1, -0.4], [0.4, -0.4, 0.0]], "mulliken_charge": [-0.599, 0.172, -0.402, 0.287, -0.333, -0.544, 0.242, -0.130, 0.570, -0.033, -0.032, 0.386, 0.201, 0.300, -0.633, 0.309, 0.335, -0.642, 0.327, 0.312, -0.601, 0.309, 0.335, -0.538, 0.307, 0.131, -0.590, 0.281, 0.321, -0.651, 0.417, 0.264, -0.617, 0.314, 0.241, -0.594, 0.290, 0.288], "total_charge": 0, "mol_weight_g_mol": 232.23, "smiles": "O=CCCCO.O.O.O.O.O.O.O.O", "gap_ha": 0.35823, "lumo_energy_ev": -0.033, "homo_energy_ev": -9.8, "de_lowest_kj_mol": 247.12}

=====

{"formula": "C4H24O8", "method": "ωB97M-V/def2-TZVPD", "elements": ["C", "O", "H", "H", "H", "H", "C", "C", "C", "O", "H", "H", "H", "H", "H", "H", "H", "H", "O", "H", "H", "O", "H", "H", "O", "H", "H", "O", "H", "H", "O", "H", "H", "O", "H", "H"], "positions_angstrom": [[1.4823, -1.1630, 2.4641], [1.9379, -2.3313, 1.7691], [1.9184, -0.2622, 2.0322], [0.4053, -1.0356, 2.3554], [1.6949, -1.2288, 3.5311], [1.9036, -3.0917, 2.3540], [2.3228, 1.1324, -3.1166], [0.9654, 0.9395, -2.4908], [0.1263, -0.1790, -3.0911], [1.3587, 0.7563, -1.1401], [2.7723, 2.0642, -2.7736], [2.3001, 1.2720, -4.1973], [3.0630, 0.3479, -2.9592], [0.4692, 1.9008, -2.6241], [-0.1935, 0.0580, -4.1058], [-0.6879, -0.4817, -2.4327], [0.7694, -1.0470, -3.2364], [1.8492, 1.5283, -0.8487], [-4.0575, 0.1489, 1.9520], [-4.8542, -0.3451, 1.7584], [-3.3471, -0.4044, 1.6272], [-2.0349, -1.7444, 1.2198], [-1.7025, -2.2943, 1.9292], [-2.1200, -2.3393, 0.4747], [2.3574, -1.9990, -0.8455], [2.0784, -1.0963, -0.9988], [2.3272, -2.1013, 0.1058], [-2.8277, 2.3178, 0.0276], [-2.1091, 1.7609, 0.3272], [-3.5802, 2.0406, 0.5503], [-0.6856, 2.0451, 3.0208], [-1.5897, 2.2950, 3.2115], [-0.7326, 1.6030, 2.1731], [-0.6109, 0.6687, 0.7924], [0.0378, 0.4285, 0.1308], [-1.0060, -0.1630, 1.0541]], "forces_ev_per_angstrom": [[-0.3, -0.2, 0.2], [-0.1, 0.6, 0.1], [0.3, -0.2, 0.0], [-0.1, -0.2, 0.0], [0.2, 0.1, -0.1], [0.1, -0.1, 0.0], [1.2, 0.7, -1.8], [0.7, 0.3, -1.1], [1.0, -0.4, 0.6], [-1.4, -1.1, 1.1], [0.0, 0.1, 0.3], [-0.4, -0.1, -0.2], [-0.4, -0.3, 0.4], [-0.4, 0.2, 0.4], [-0.3, 0.4, 0.3], [-0.2, 0.2, -0.2], [0.0, -0.2, 0.2], [0.2, 0.3, 0.1], [0.0, 0.7, 0.0], [-0.3, -0.1, 0.0], [0.2, -0.5, -0.1], [0.2, 0.3, 0.0], [0.0, -0.2, 0.4], [-0.1, -0.2, -0.4], [0.1, -0.2, -1.1], [-0.2, 0.7, -0.2], [0.0, -0.4, 1.2], [0.0, 0.6, -0.5], [0.7, -0.4, 0.1], [-0.6, -0.3, 0.4], [0.2, 0.4, 0.7], [-0.5, 0.2, 0.4], [0.3, -0.3, -0.8], [-0.5, 0.3, 0.1], [0.7, 0.2, -0.6], [-0.5, -0.8, 0.1]], "mulliken_spin": [0.004, 0.029, 0.000, 0.002, 0.002, -0.001, 0.044, 0.021, -0.001, 0.143, 0.000, 0.004, -0.001, 0.017, 0.000, 0.002, 0.002, -0.005, 0.004, 0.000, -0.001, 0.000, 0.000, 0.000, 0.284, -0.011, -0.002, 0.248, -0.009, -0.005, 0.222, -0.007, -0.003, 0.023, -0.005, 0.001], "total_charge": 1, "mol_weight_g_mol": 200.23, "gap_ha": [0.43117, 0.09295], "lumo_energy_ev": [-2.912, -10.610], "homo_energy_ev": [-14.6, -13.1], "spin_multiplicity": 2, "de_lowest_kj_mol": 59.78}

=====

{"formula": "C4H25N2O7", "method": "ωB97M-V/def2-TZVPD", "elements": ["C", "C", "C", "C", "N", "N", "H", "H", "H", "H", "H", "H", "H", "H", "H", "H", "H", "H", "H", "O", "H", "H", "O", "H", "H", "O", "H", "H", "O", "H", "H", "O", "H", "H", "O", "H", "H", "O"], "positions_angstrom": [[-0.9451, 1.4153, 0.8975], [-0.5579, 2.8103, 0.4176], [-1.5805, 3.3446, -0.6647], [-2.3802, 2.2785, -2.6356], [-2.1460, 2.1634, -1.3938], [0.0953, 0.4195, 0.4409], [-1.7800, 0.9430, 0.3255], [-1.1280, 1.2944, 1.9883], [-0.6657, 3.4577, 1.2818], [0.4814, 2.9458, 0.1211], [-2.4708, 3.8128, -0.2311], [-0.9868, 3.9766, -1.3577], [-2.5202, 3.2111, -3.2055], [-2.5076, 1.3588, -3.1678], [0.2196, 0.3005, -0.5573], [0.9842, 0.6479, 0.9448], [-0.2093, -0.5051, 0.7361], [-3.1902, -2.3762, 3.0249], [-2.8272, -1.0120, 2.5370], [-2.5466, -1.9362, 2.4555], [1.9818, 2.4700, -2.5299], [2.1793, 1.3262, -1.4687], [1.6132, 1.6558, -2.1752], [2.7193, -1.0602, 0.2626], [3.7792, -0.0910, 0.0617], [2.8212, -0.0680, 0.2079], [2.0784, -3.5844, -3.0905], [1.6288, -3.9634, -1.6319], [1.7866, -3.2284, -2.2435], [-0.1038, -3.2026, 3.0537], [0.6499, -2.2730, 3.9244], [0.7367, -2.7175, 3.0693], [1.4090, -2.0470, 1.2915], [2.4111, -3.0336, 1.7995], [2.1019, -2.6348, 0.9784], [-0.8873, -2.4024, -0.6857], [0.2059, -2.0512, -1.6863], [-0.4497, -1.6453, -1.0950]], "forces_ev_per_angstrom": [[-0.4, -1.5, -1.2], [-1.9, 0.7, 0.5], [0.0, -1.3, -0.6], [-0.3, 0.1, 0.7], [1.5, 0.8, -0.8], [1.0, 0.4, 2.8], [-0.1, 1.4, 0.7], [0.5, 0.1, -0.8], [0.0, 0.3, 0.1], [-0.1, -0.5, -0.3], [0.6, 0.5, 0.2], [-0.8, 0.0, 0.4], [0.6, -0.1, 0.3], [-0.6, -0.4, -0.4], [0.0, 0.6, -0.5], [-0.4, -0.5, -1.1], [0.1, -0.2, 0.0], [0.1, -0.2, -0.1], [0.2, -0.2, -0.2], [-0.2, 0.4, 0.3], [0.2, -0.1, 0.2], [0.4, 0.1, -0.1], [-0.5, -0.2, 0.1], [-0.5, 0.7, 0.1], [-0.1, 0.8, 0.1], [0.7, -1.3, -0.2], [-0.1, -0.2, 0.2], [0.3, 0.1, -0.4], [-0.3, 0.2, 0.3], [0.2, 0.0, -0.4], [0.3, 0.1, -0.1], [-1.0, 0.1, 1.0], [-0.2, -0.4, 0.2], [0.0, 0.0, -0.1], [0.5, 0.2, -0.8], [-0.1, 0.1, -0.1], [0.2, 0.0, -0.1], [0.0, -0.4, 0.1]], "mulliken_charge": [-0.888, -0.643, -0.694, -0.377, -0.294, -0.125, 0.572, 0.392, 0.368, 0.369, 0.394, 0.387, 0.264, 0.272, 0.368, 0.411, 0.213, 0.302, 0.297, -0.580, 0.308, 0.307, -0.601, 0.355, 0.297, -0.653, 0.288, 0.324, -0.633, 0.279, 0.300, -0.604, 0.369, 0.315, -0.650, 0.275, 0.331, -0.613], "total_charge": 1, "mol_weight_g_mol": 213.25, "gap_ha": 0.35666, "lumo_energy_ev": -2.608, "homo_energy_ev": -12.3, "de_lowest_kj_mol": 306.45}

=====

{"formula": "C4H25NO10S", "method": "ωB97M-V/def2-TZVPD", "elements": ["O", "C", "O", "N", "C", "C", "C", "S", "H", "H", "H", "H", "H", "H", "H", "H", "H", "O", "H", "H", "O", "H", "H", "O", "H", "H", "O", "H", "H", "O", "H", "H", "O", "H", "H", "O", "H", "H", "O", "H", "H"], "positions_angstrom": [[1.7252, 0.3795, -0.2364], [1.3473, 0.1209, 0.8574], [2.0639, -0.7972, 1.5524], [0.3405, 0.7323, 1.5295], [-0.1512, 0.4465, 2.8814], [-1.1514, -0.7051, 2.9516], [-2.6030, -0.3303, 2.5798], [-3.6041, -1.6860, 1.8853], [2.7163, -1.2618, 0.9139], [-0.1705, 1.3757, 0.9475], [-0.7399, 1.3193, 3.1729], [0.5587, 0.1726, 3.6827], [-0.7286, -1.2968, 2.0894], [-0.9908, -1.2382, 3.9085], [-3.0779, -0.0699, 3.5032], [-2.7923, 0.4906, 1.8695], [-3.4273, -2.7651, 2.6626], [-0.6454, 4.5622, -0.4110], [-1.4449, 4.3728, -0.9404], [-0.7169, 5.1643, 0.1986], [0.7982, 0.9125, -4.2814], [0.6844, 1.8322, -4.4750], [-0.0703, 0.5018, -4.4122], [2.1716, -0.8822, -2.4576], [2.3324, -0.2867, -1.8181], [2.5648, -0.2141, -3.2125], [-0.2730, 0.6363, -1.9931], [-0.0075, -0.0629, -2.6403], [0.3462, 0.6141, -1.2551], [3.8178, 2.4668, 1.3477], [2.9202, 2.4134, 1.0096], [4.4096, 2.2104, 0.7162], [-2.5969, 1.6159, -0.6029], [-1.7299, 1.3058, -0.8897], [-3.0885, 1.4415, -1.4088], [0.0884, -4.1393, -3.0543], [0.2021, -3.4241, -3.5492], [0.2323, -3.9917, -2.1127], [-0.1807, -4.0092, -0.3646], [0.7240, -4.5460, -0.3394], [0.1471, -3.3808, 0.1949]], "forces_ev_per_angstrom": [[0.2, 1.5, -2.7], [0.6, -1.0, 3.2], [0.5, -1.3, -0.3], [0.8, -0.7, 0.2], [-1.2, 0.2, 0.9], [0.9, -0.6, -2.7], [0.1, -1.0, 1.0], [-0.3, 0.0, -0.9], [-1.6, 1.5, 1.3], [-0.1, 0.2, 0.2], [0.7, 0.4, 0.2], [0.6, 0.9, -1.1], [-0.7, -0.5, 1.1], [-0.7, 0.1, -0.6], [-0.4, 0.5, 0.5], [0.6, -0.3, 0.1], [0.4, 0.4, 0.4], [0.9, -5.9, -5.9], [0.5, 0.5, 1.0], [-1.4, 5.3, 5.0], [0.2, -1.0, -0.9], [-0.2, 0.8, -0.1], [0.4, 0.4, -0.2], [1.4, -0.3, -6.9], [0.5, 2.8, 4.5], [-1.7, -3.0, 1.9], [-1.2, -0.5, -0.4], [0.1, 0.9, 1.5], [0.5, -0.3, -0.4], [-2.3, 1.2, 3.1], [0.2, -0.1, -0.3], [2.1, -1.1, -2.8], [0.0, 0.1, 0.1], [0.4, -0.2, -0.2], [-0.4, 0.0, 0.0], [-0.8, -5.4, 2.6], [0.9, 4.9, -2.8], [-0.3, 0.7, -0.4], [2.6, -4.4, -1.6], [-3.0, 0.8, -0.4], [0.5, 3.5, 2.6]], "mulliken_charge": [-0.796, 0.604, -0.558, -0.008, -0.855, 0.156, -0.633, -0.239, 0.368, 0.090, 0.425, 0.327, -0.268, 0.406, 0.407, 0.257, 0.107, -0.583, 0.331, 0.257, -0.580, 0.295, 0.298, -0.557, 0.288, 0.339, -0.633, 0.298, 0.387, -0.621, 0.340, 0.289, -0.590, 0.369, 0.297, -0.617, 0.272, 0.387, -0.703, 0.361, 0.283], "total_charge": 0, "mol_weight_g_mol": 279.31, "smiles": "O=C(O)NCCCS.O.O.O.O.O.O.O.O", "gap_ha": 0.33340, "lumo_energy_ev": 0.079, "homo_energy_ev": -9.0, "de_lowest_kj_mol": 192.46}